Record 1
{"formula": "C33H27N6O5S3Tc", "method": "ωB97M-V/def2-TZVPD", "multiplicity": 2, "total_charge": -1, "e_homo_ev": [-4.702, -4.258], "lumo_energy_ev": [1.330, 1.328], "total_energy_ha": -3253.94834, "symbols": ["H", "C", "H", "H", "S", "C", "H", "H", "C", "N", "O", "H", "Tc", "C", "H", "C", "C", "C", "C", "C", "C", "C", "H", "C", "S", "N", "H", "N", "C", "O", "H", "C", "C", "H", "C", "N", "C", "C", "H", "C", "O", "C", "H", "H", "H", "C", "H", "H", "H", "C", "N", "C", "C", "C", "H", "C", "C", "C", "H", "N", "H", "C", "O", "O", "H", "S", "H", "H", "C", "C", "C", "H", "H", "C", "H"], "coordinates": [[-2.183, 0.270, -2.244], [2.563, 5.479, 1.122], [-2.029, 2.080, -2.064], [-4.750, -4.140, 2.557], [1.843, 0.560, -4.757], [-1.167, 1.490, 2.437], [3.330, -0.195, -2.463], [0.557, 6.902, -2.082], [0.628, 2.955, -1.750], [2.244, 0.013, -0.735], [0.554, -2.371, -0.020], [-0.450, 5.462, -3.824], [0.278, 0.850, -1.670], [-1.515, 1.116, -2.053], [-3.301, -1.549, 4.338], [2.956, -1.108, 2.699], [1.246, 5.227, -0.903], [2.666, 4.075, 1.212], [-3.258, -2.604, 2.463], [-2.522, -1.783, 1.611], [2.054, 3.282, 0.283], [1.827, -0.542, 3.362], [5.022, -1.941, 1.090], [-2.699, -1.830, 0.241], [3.140, -1.634, 4.999], [3.773, -1.748, 3.515], [-0.404, 3.030, -3.609], [1.815, -0.768, 4.663], [-0.264, 0.825, 3.240], [3.276, 0.202, -4.808], [-1.697, 1.964, 0.401], [1.291, 3.807, -0.794], [0.031, 5.021, -2.958], [-1.985, -2.705, 4.192], [2.144, -0.252, 0.573], [1.187, 0.687, -3.456], [0.056, -3.676, -1.971], [0.062, 3.617, -2.827], [-1.738, -4.341, -0.995], [4.321, -1.148, -0.787], [-0.107, -1.332, -1.903], [-3.035, -2.534, 3.950], [3.042, 6.110, 1.862], [-1.745, -2.155, -2.656], [1.811, 7.111, -0.021], [4.246, -1.398, 0.567], [-2.019, 2.007, 2.854], [0.427, -3.534, -2.988], [3.245, 3.625, 2.011], [0.814, 0.196, 2.628], [0.033, 0.871, 0.454], [-4.176, -3.488, 1.908], [0.954, 0.269, 1.240], [0.589, 5.820, -2.004], [-3.633, -3.278, 4.476], [-3.608, -2.735, -0.293], [0.208, -2.359, -1.204], [-0.994, 1.477, 1.061], [-0.371, 0.783, 4.315], [-2.236, -3.051, -2.597], [-5.025, -4.283, 0.091], [1.877, 6.033, 0.081], [-4.246, -1.640, -2.584], [-4.465, -4.109, -2.299], [2.183, 2.215, 0.335], [-3.756, -2.882, -2.057], [0.637, -4.452, -1.476], [-1.518, -5.022, -2.608], [3.302, -0.428, -1.405], [-1.407, -4.114, -2.014], [3.140, -0.933, 1.272], [-1.777, -1.117, 2.025], [-2.104, -1.194, -0.404], [-4.344, -3.569, 0.532], [5.160, -1.488, -1.377]], "atomic_forces_ev_per_a": [[0.01, -0.01, 0.00], [0.00, 0.00, 0.00], [-0.01, -0.01, 0.00], [0.00, 0.00, 0.00], [0.07, -0.06, 0.04], [0.00, 0.00, 0.01], [0.00, 0.00, 0.00], [0.00, 0.00, 0.00], [0.00, 0.00, 0.00], [0.01, -0.01, 0.01], [0.01, 0.00, 0.00], [0.00, 0.00, 0.00], [0.07, -0.06, -0.06], [0.00, 0.03, 0.00], [0.00, 0.00, 0.00], [0.01, 0.00, 0.00], [-0.01, 0.00, 0.00], [0.00, 0.00, 0.00], [0.00, 0.00, 0.00], [0.00, 0.01, 0.00], [-0.01, 0.01, 0.00], [0.00, 0.00, 0.00], [0.00, 0.00, 0.00], [0.01, 0.00, 0.00], [0.00, 0.00, 0.00], [0.00, 0.00, 0.00], [0.00, 0.00, 0.00], [0.00, 0.01, 0.00], [0.00, 0.00, -0.01], [0.00, 0.00, 0.00], [0.00, 0.00, 0.00], [0.01, 0.01, -0.01], [0.00, 0.00, 0.00], [0.00, 0.00, 0.00], [0.01, 0.01, 0.00], [-0.15, 0.11, -0.03], [0.00, 0.00, 0.00], [0.00, -0.01, 0.00], [0.00, 0.00, 0.00], [0.00, 0.00, 0.00], [0.01, 0.00, 0.01], [0.00, 0.00, 0.00], [0.00, 0.00, 0.00], [0.00, -0.01, 0.00], [0.00, 0.00, 0.00], [0.00, 0.00, 0.00], [0.00, 0.00, 0.00], [0.00, 0.00, 0.00], [0.00, 0.00, 0.00], [0.00, -0.01, 0.00], [0.00, 0.00, 0.03], [0.00, 0.00, 0.00], [0.00, 0.01, -0.01], [0.00, 0.00, 0.00], [0.00, 0.00, 0.00], [0.00, 0.00, 0.01], [-0.04, 0.00, -0.01], [0.00, 0.00, -0.01], [0.00, 0.00, 0.00], [0.02, 0.01, 0.00], [0.00, 0.00, 0.00], [-0.01, 0.00, 0.00], [0.00, 0.00, 0.00], [0.00, 0.00, 0.00], [0.00, -0.02, 0.00], [-0.01, 0.00, 0.01], [0.00, 0.00, 0.00], [0.00, 0.00, 0.00], [0.00, 0.00, 0.00], [0.01, 0.00, 0.00], [0.00, 0.00, 0.00], [0.00, 0.00, 0.00], [0.00, 0.00, 0.00], [0.00, 0.00, -0.01], [0.00, 0.00, 0.00]]}

Record 2
{"formula": "CH5O2", "method": "ωB97M-V/def2-TZVPD", "total_charge": 1, "e_homo_ev": -18.148, "lumo_energy_ev": -5.864, "total_energy_ha": -191.26480, "symbols": ["O", "H", "H", "H", "H", "C", "O", "H"], "coordinates": [[0.160, 1.422, -0.424], [0.542, 0.155, -0.287], [-0.492, 1.758, -1.058], [1.012, 1.862, -0.586], [-0.302, -2.322, 0.944], [-0.361, -1.319, 0.603], [0.631, -0.919, -0.006], [-1.188, -0.637, 0.815]], "atomic_forces_ev_per_a": [[0.72, 0.11, 0.02], [-0.69, -0.51, 0.03], [0.16, -0.07, -0.06], [-0.36, 0.41, -0.04], [-0.38, -1.03, 0.35], [0.57, 0.90, -0.11], [0.09, 0.39, -0.18], [-0.09, -0.20, -0.01]]}

Record 3
{"formula": "C4H4FNO", "method": "ωB97M-V/def2-TZVPD", "total_charge": 0, "e_homo_ev": [-10.718, -10.715], "lumo_energy_ev": [-2.280, -2.270], "total_energy_ha": -384.44249, "symbols": ["F", "H", "C", "C", "H", "C", "H", "C", "H", "N", "O"], "coordinates": [[3.274, -1.873, 0.887], [0.135, -1.710, -0.490], [1.030, 0.178, -0.246], [-0.118, -0.686, -0.322], [-0.753, -0.595, 0.675], [2.300, -0.036, 0.245], [-0.920, -0.246, -1.086], [1.308, 1.590, -0.590], [0.528, 2.447, -0.687], [2.529, 1.935, -0.392], [3.224, 0.847, 0.097]], "atomic_forces_ev_per_a": [[-2.15, 3.72, -1.33], [-0.01, -0.51, -0.25], [3.41, 1.44, 0.73], [-4.65, 1.57, 0.84], [1.41, -0.44, -1.76], [0.36, -3.74, -0.01], [1.98, -1.24, 1.23], [-2.96, -0.02, 0.91], [1.55, -1.83, -0.51], [0.96, 1.72, -0.18], [0.10, -0.65, 0.34]]}

Record 4
{"formula": "C3H7O3", "method": "ωB97M-V/def2-TZVPD", "total_charge": -1, "e_homo_ev": -4.388, "lumo_energy_ev": 4.097, "total_energy_ha": -344.28625, "symbols": ["H", "O", "H", "H", "H", "O", "H", "H", "O", "C", "H", "C", "C"], "coordinates": [[1.392, -2.779, -0.677], [-1.042, 0.748, 1.054], [-0.867, 0.334, 0.184], [0.421, 2.239, 1.196], [-0.185, -2.355, 0.094], [-0.731, -0.402, -1.295], [-1.243, 2.599, 1.796], [-0.823, 2.571, 0.054], [1.302, -0.657, -2.245], [0.430, -0.927, -1.401], [1.247, -1.492, 0.526], [-0.648, 2.096, 1.032], [0.747, -1.977, -0.319]], "atomic_forces_ev_per_a": [[-0.03, 0.02, -0.08], [0.05, 0.39, 0.66], [-0.09, -0.35, -0.59], [0.21, -0.05, 0.41], [-0.09, -0.26, -0.09], [0.66, -0.09, -0.10], [0.23, 0.30, 0.02], [-0.29, -0.08, 0.12], [-0.11, -0.21, 0.18], [-0.38, 0.33, -0.10], [0.12, 0.09, -0.17], [-0.30, -0.24, -0.53], [0.02, 0.15, 0.27]]}